(1)
{"formula": "C3H5NOS", "method": "ωB97M-V/def2-TZVPD", "gap_ev": 9.26, "relative_energy_ev": 1.492, "total_energy_ha": -645.45683, "charge": 0, "smiles": "C1=NSCCO1", "species": ["C", "N", "S", "C", "C", "O", "H", "H", "H", "H", "H"], "positions_angstrom": [[0.55252, 1.46716, -0.61253], [-0.24131, 1.86040, 0.26465], [-1.31073, 0.83843, 1.10063], [-0.35716, -0.71480, 0.88271], [0.04562, -0.84751, -0.54329], [0.84659, 0.23889, -1.10039], [1.30864, 2.15367, -0.94688], [0.51538, -0.72729, 1.58360], [-1.07152, -1.53248, 1.12335], [-0.88013, -0.96568, -1.10093], [0.59210, -1.77078, -0.65092]], "nbo_charge": [0.39, -0.65, 0.40, -0.58, -0.10, -0.49, 0.17, 0.22, 0.24, 0.19, 0.20]}

(2)
{"formula": "C5H9NO", "method": "ωB97M-V/def2-TZVPD", "gap_ev": 9.21, "relative_energy_ev": 6.961, "total_energy_ha": -325.68173, "charge": 0, "species": ["C", "C", "C", "C", "C", "N", "O", "H", "H", "H", "H", "H", "H", "H", "H", "H"], "positions_angstrom": [[-0.73150, 1.72441, 0.94912], [-0.59371, 0.79777, -0.23777], [0.83880, 0.22489, -0.59540], [0.23381, -0.92619, -1.36625], [-0.65621, -0.70790, -0.13047], [-0.70998, -1.31174, 0.99932], [0.13855, -2.40383, 0.98510], [-0.45355, 2.75176, 0.67623], [-0.06923, 1.38074, 1.74555], [-1.75390, 1.75006, 1.33635], [-1.18427, 1.15999, -1.10930], [1.71746, 0.83582, -0.68926], [1.60652, -0.77381, 0.36578], [0.88810, -1.78782, -1.42814], [-0.32059, -0.74613, -2.29907], [1.04969, -1.96804, 0.79820]], "nbo_charge": [-0.62, -0.25, -0.22, -0.48, 0.24, -0.15, -0.56, 0.21, 0.23, 0.23, 0.22, 0.23, 0.05, 0.23, 0.22, 0.42]}

(3)
{"formula": "C17H26B3NO16S", "method": "ωB97M-V/def2-TZVPD", "gap_ev": 10.09, "total_energy_ha": -2395.04681, "charge": 0, "smiles": "C[C@@H]1COC(=O)O1.C[C@@H]1COC(=O)O1.C[C@@H]1COC(=O)O1.C[C@@H]1COC(=O)O1.O=C=NB1OBOB(S)O1", "species": ["C", "C", "C", "O", "C", "O", "O", "H", "H", "H", "H", "H", "H", "C", "C", "C", "O", "C", "O", "O", "H", "H", "H", "H", "H", "H", "C", "C", "C", "O", "C", "O", "O", "H", "H", "H", "H", "H", "H", "C", "C", "C", "O", "C", "O", "O", "H", "H", "H", "H", "H", "H", "O", "C", "N", "B", "O", "B", "O", "B", "S", "O", "H", "H"], "positions_angstrom": [[3.17237, 3.76402, -3.24023], [4.29814, 2.97250, -2.61017], [5.62545, 3.15885, -3.28358], [6.29658, 1.94631, -2.95906], [5.32663, 1.00072, -2.79465], [5.53462, -0.17616, -2.69301], [4.08733, 1.57150, -2.76398], [3.26931, 4.82874, -3.01413], [3.15832, 3.64016, -4.32754], [2.20433, 3.41186, -2.87296], [4.35248, 3.18591, -1.53768], [6.17415, 4.02062, -2.90079], [5.55722, 3.23149, -4.37362], [-5.63890, -0.91176, -5.86331], [-4.31368, -0.18692, -5.96129], [-4.42446, 1.21718, -6.47652], [-3.13370, 1.43059, -7.03750], [-2.67207, 0.20458, -7.42138], [-1.69632, 0.02594, -8.09474], [-3.47111, -0.79171, -6.93851], [-6.23331, -0.52807, -5.03043], [-6.22105, -0.80363, -6.78367], [-5.47934, -1.98402, -5.71870], [-3.79181, -0.22750, -4.99993], [-4.62862, 1.94061, -5.68580], [-5.16749, 1.33472, -7.27168], [1.68300, -0.63037, 4.99501], [1.32631, 0.36235, 3.91035], [1.41941, -0.19333, 2.52039], [1.65261, 0.97798, 1.74589], [2.28949, 1.86263, 2.56808], [2.80011, 2.88405, 2.20152], [2.27053, 1.42893, 3.86145], [0.89447, -1.37756, 5.11520], [2.62023, -1.14873, 4.76895], [1.83179, -0.11760, 5.94919], [0.34167, 0.79731, 4.10925], [0.50114, -0.69083, 2.20387], [2.26496, -0.87342, 2.37554], [-1.88195, -2.74335, 9.52823], [-2.23722, -1.75293, 8.44013], [-2.14148, -2.31223, 7.05148], [-1.90670, -1.14224, 6.27500], [-1.27202, -0.25544, 7.09581], [-0.76121, 0.76517, 6.72808], [-1.29330, -0.68627, 8.39043], [-2.67018, -3.49051, 9.64888], [-0.94435, -3.26141, 9.30454], [-1.73475, -2.22849, 10.48169], [-3.22251, -1.31751, 8.63595], [-3.05855, -2.81088, 6.73446], [-1.29550, -2.99235, 6.91066], [-3.00176, -0.10383, -2.49805], [-2.62837, -1.26766, -2.20544], [-2.11244, -2.30135, -1.57019], [-0.61662, -2.27840, -1.76929], [0.34535, -2.28840, -0.65748], [1.28428, -1.20993, -0.96991], [0.79461, -0.24154, -1.96703], [0.77656, -1.04280, -3.19815], [1.84004, -0.70018, -4.68535], [-0.14067, -2.19465, -3.15470], [2.36701, -1.12526, -0.50537], [1.43094, -1.57549, -5.71422]], "nbo_charge": [-0.63, 0.06, -0.09, -0.49, 0.97, -0.58, -0.49, 0.22, 0.21, 0.24, 0.19, 0.20, 0.18, -0.63, 0.05, -0.09, -0.49, 0.97, -0.57, -0.49, 0.22, 0.21, 0.23, 0.19, 0.21, 0.18, -0.63, 0.05, -0.10, -0.50, 0.97, -0.58, -0.49, 0.22, 0.21, 0.24, 0.20, 0.21, 0.18, -0.63, 0.06, -0.10, -0.49, 0.97, -0.57, -0.49, 0.22, 0.22, 0.23, 0.19, 0.21, 0.18, -0.50, 0.89, -0.78, 1.28, -0.90, 1.00, -0.91, 0.92, -0.21, -0.91, -0.08, 0.19]}

(4)
{"formula": "C12H26MnN4O8P2", "method": "ωB97M-V/def2-TZVPD", "gap_ev": [3.00, 4.59], "total_energy_ha": -3127.74762, "multiplicity": 5, "charge": -1, "s_squared": 6.05, "species": ["Mn", "O", "P", "O", "O", "O", "P", "O", "O", "O", "H", "H", "N", "C", "C", "C", "N", "C", "C", "N", "C", "H", "H", "H", "H", "H", "H", "H", "H", "H", "H", "H", "H", "H", "H", "H", "H", "O", "N", "C", "C", "C", "C", "C", "H", "H", "H", "H", "H", "C", "H", "H", "H"], "positions_angstrom": [[-0.27749, 0.95492, -0.45694], [-0.41419, 3.56846, 3.42584], [0.25329, 2.57521, 2.34986], [1.15953, 1.61707, 3.06511], [-0.81760, 2.03392, 1.46799], [1.18850, 3.63743, 1.52309], [2.34801, 3.09268, 0.52326], [3.31739, 2.22415, 1.58775], [3.16697, 4.18171, -0.01853], [1.74524, 2.05929, -0.39631], [-1.19441, 3.96148, 3.00869], [2.68376, 1.89210, 2.30601], [4.16388, -0.52522, -0.07575], [2.84541, -1.20296, -0.02451], [2.48908, -1.70406, 1.36234], [0.97689, -2.01496, 1.37079], [0.13876, -0.82678, 1.20285], [0.66975, -3.01503, 0.24297], [1.17816, -2.60862, -1.15109], [0.48647, -1.43274, -1.66222], [2.68777, -2.30336, -1.05612], [4.18969, 0.19504, 0.75420], [4.16932, 0.10171, -0.88412], [4.95431, -1.16003, -0.07743], [2.11895, -0.44866, -0.28308], [2.69738, -0.94687, 2.12103], [3.04667, -2.61520, 1.60530], [0.74536, -2.51190, 2.32391], [0.29796, -0.15873, 1.95463], [-0.84778, -1.07292, 1.19796], [-0.41309, -3.16326, 0.19629], [1.12915, -3.97383, 0.49912], [1.05129, -3.48425, -1.80688], [-0.51754, -1.41398, -1.48947], [0.66076, -1.26817, -2.64500], [3.05373, -1.97523, -2.03450], [3.22813, -3.21265, -0.76867], [-1.95288, -0.41661, -0.56732], [-3.24928, -0.07654, -0.67050], [-3.82921, 0.76141, 0.26169], [-5.16372, 1.01893, 0.22543], [-5.98850, 0.47692, -0.79347], [-5.33261, -0.24220, -1.81813], [-3.99406, -0.48431, -1.76068], [-3.13872, 1.17890, 0.98143], [-5.58816, 1.67149, 0.97848], [-7.05189, 0.66436, -0.81546], [-5.88467, -0.58795, -2.68378], [-3.44322, -0.99150, -2.53848], [-0.83369, 1.83244, -2.26929], [-0.99303, 1.19288, -3.14633], [-0.12373, 2.61416, -2.57305], [-1.79207, 2.33182, -2.06894]], "nbo_charge": [1.26, -0.99, 2.55, -1.19, -1.20, -1.09, 2.54, -1.09, -1.14, -1.22, 0.50, 0.52, -0.69, -0.10, -0.42, -0.02, -0.89, -0.42, -0.02, -0.88, -0.42, 0.50, 0.45, 0.41, 0.29, 0.24, 0.19, 0.18, 0.42, 0.40, 0.23, 0.20, 0.17, 0.43, 0.37, 0.21, 0.20, -0.76, -0.05, -0.08, -0.25, -0.38, -0.25, -0.08, 0.23, 0.20, 0.19, 0.20, 0.20, -1.16, 0.17, 0.18, 0.18]}